Record 1
The following is a quantum chemistry calculation of a gas-phase ion, C3H5N2 (charge +1), from the OMol25 dataset.

Last column: Mulliken charge in e.
Cartesian coordinates (Å):
C: 0.072 1.272 -1.407  0.134
C: 0.327 -0.221 0.824  -0.111
C: -0.611 -0.669 -0.257  -0.389
N: 0.798 0.987 0.598  -0.410
N: -0.650 0.252 -1.237  0.027
H: 0.199 -0.643 1.825  0.471
H: 1.154 -0.973 0.583  0.300
H: -0.869 -1.667 -0.260  0.432
H: 0.908 1.760 1.255  0.267
H: -1.328 -0.098 -1.924  0.278

Properties
- HOMO energy (spin up / spin down): -14.4 / -15.7 eV
- Orbital gap (spin up / spin down): 7.53 / 9.22 eV
- LUMO (spin up / spin down): -6.9 / -6.4 eV
- Relative energy (zero: lowest compared OMol25 entry of this formula, charge and spin): 175.8 kcal per mole
- Charge: +1


Record 2
The following is a quantum chemistry calculation of a gas-phase ion, C4H8N3 (charge +1), from the OMol25 dataset.

Last column: Mulliken charge in e.
Cartesian coordinates (Å):
C: -0.978 1.612 0.597  -0.123
N: -1.149 0.474 0.140  0.182
C: -1.992 -0.532 -0.312  -0.317
N: -0.703 -1.253 -0.701  -0.214
C: 0.140 -0.302 -0.219  0.263
N: 1.164 0.227 0.207  -0.326
C: 2.531 -0.184 0.115  -0.773
H: 0.003 1.769 1.083  0.284
H: -1.792 2.238 0.849  0.311
H: -2.673 -1.020 0.344  0.280
H: -2.591 -0.276 -1.138  0.302
H: -0.483 -2.123 -1.209  0.212
H: 2.570 -1.131 -0.451  0.297
H: 2.957 0.576 -0.437  0.341
H: 2.996 -0.076 1.132  0.279

Properties
- HOMO energy: -14.0 eV
- Orbital gap: 9.14 eV
- LUMO: -4.8 eV
- Relative energy (zero: lowest compared OMol25 entry of this formula, charge and spin): 111.3 kcal per mole
- SMILES: C=[N+]1CN/C1=N\C
- Charge: +1


Record 3
The following is a quantum chemistry calculation of a molecular structure, C8H9BrErFIN2O, from the OMol25 dataset.

Last column: Mulliken charge in e.
Cartesian coordinates (Å):
C: 3.303 -0.651 -0.199  -0.726
C: 2.361 0.638 0.299  -0.144
O: 1.105 0.264 0.922  -0.040
C: 0.064 -0.223 0.043  0.368
Br: -0.079 -2.226 0.407  0.111
C: 0.272 -0.074 -1.561  0.054
N: 0.567 -0.029 -2.844  -0.323
C: -1.329 0.589 0.491  -0.103
I: -1.621 0.621 2.685  0.753
C: -1.014 2.182 0.085  0.122
N: -0.852 3.427 -0.221  -0.301
C: -2.655 0.169 -0.360  -0.512
C: -3.443 -1.172 0.154  -0.220
F: -3.145 -2.243 -0.869  -0.279
H: 3.491 -0.489 -1.357  0.410
H: 2.763 -1.683 -0.092  0.369
H: 4.353 -0.645 0.369  0.210
H: 3.022 1.133 1.165  -0.074
H: 2.298 1.491 -0.523  0.524
H: -3.430 1.069 -0.231  0.420
H: -2.505 0.057 -1.518  0.398
H: -3.080 -1.609 1.176  0.195
H: -4.623 -1.035 0.102  0.307
Er: 4.177 0.440 1.877  1.482

Properties
- HOMO energy (spin up / spin down): -20.3 / -20.3 eV
- Spin multiplicity: 4
- Orbital gap (spin up / spin down): 7.59 / 5.34 eV
- LUMO (spin up / spin down): -12.7 / -14.9 eV
- Charge: +3


Record 4
The following is a quantum chemistry calculation of a molecular structure, C2H3O3S, from the OMol25 dataset.

Last column: Mulliken charge in e.
Cartesian coordinates (Å):
C: 1.243 -0.132 -0.164  0.565
C: -0.634 0.131 0.440  -0.273
O: 1.656 0.941 -0.544  -0.641
O: 1.489 -1.269 -0.056  -0.522
O: -0.744 1.485 -0.067  -0.567
S: -1.732 -1.060 -0.262  -0.325
H: -0.671 0.181 1.527  0.254
H: 0.228 1.733 -0.169  0.411
H: -0.835 -2.010 -0.706  0.096

Properties
- HOMO energy: -3.4 eV
- Orbital gap: 6.97 eV
- LUMO: 3.6 eV
- Relative energy (zero: lowest compared OMol25 entry of this formula, charge and spin): 28.2 kcal per mole
- Charge: -1


Record 5
The following is a quantum chemistry calculation of C20H23ClN2O4S in the gas phase, from the OMol25 dataset.

Last column: Mulliken charge in e.
Cartesian coordinates (Å):
C: 2.346 4.872 -0.008  -0.905
O: 2.103 3.774 0.842  -0.430
C: 2.724 2.597 0.581  0.689
C: 3.606 2.379 -0.475  -0.488
C: 4.158 1.125 -0.660  -0.752
C: 3.838 0.098 0.203  -0.223
S: 4.452 -1.545 -0.136  1.321
O: 5.802 -1.469 -0.627  -0.732
O: 4.202 -2.374 1.019  -0.696
C: 3.379 -2.162 -1.484  -1.014
C: 1.975 -2.276 -0.927  -1.047
C: 1.264 -0.928 -1.003  0.798
O: 1.617 -0.069 -1.793  -0.644
N: 0.230 -0.725 -0.158  0.429
C: -0.415 -1.686 0.703  -0.776
C: -1.842 -1.925 0.197  -0.887
N: -2.570 -0.674 0.178  0.315
C: -3.948 -0.679 0.340  0.592
C: -4.526 -1.406 1.389  -0.513
C: -5.888 -1.384 1.600  -0.580
C: -6.725 -0.634 0.790  -0.577
C: -6.156 0.089 -0.242  0.064
Cl: -7.169 1.032 -1.283  -0.228
C: -4.793 0.072 -0.480  -0.505
C: -1.935 0.296 -0.688  -1.053
C: -0.498 0.525 -0.207  -0.923
C: 2.982 0.305 1.269  -0.185
C: 2.430 1.552 1.463  -0.559
H: 1.740 5.686 0.386  0.247
H: 2.041 4.657 -1.036  0.356
H: 3.400 5.165 0.008  0.361
H: 3.858 3.171 -1.162  0.440
H: 4.841 0.934 -1.472  0.404
H: 3.796 -3.119 -1.782  0.448
H: 3.438 -1.445 -2.298  0.501
H: 2.064 -2.620 0.104  0.523
H: 1.390 -3.004 -1.496  0.452
H: -0.458 -1.269 1.716  0.186
H: 0.128 -2.627 0.730  0.559
H: -1.787 -2.348 -0.820  0.195
H: -2.348 -2.645 0.838  0.529
H: -3.900 -1.974 2.058  0.393
H: -6.309 -1.951 2.416  0.370
H: -7.790 -0.611 0.955  0.425
H: -4.407 0.632 -1.315  0.484
H: -1.915 -0.044 -1.736  0.296
H: -2.472 1.241 -0.627  0.574
H: -0.514 0.960 0.797  0.311
H: 0.029 1.196 -0.886  0.433
H: 2.772 -0.517 1.936  0.548
H: 1.762 1.750 2.287  0.470

Properties
- HOMO energy: -8.3 eV
- Orbital gap: 8.79 eV
- LUMO: 0.5 eV
- Relative energy (zero: lowest compared OMol25 entry of this formula, charge and spin): 10.2 kcal per mole
- SMILES: COc1ccc(S(=O)(=O)CCC(=O)N2CCN(c3cccc(Cl)c3)CC2)cc1


Record 6
The following is a quantum chemistry calculation of a molecular structure, C2H2F2O2P, from the OMol25 dataset.

Last column: Mulliken charge in e.
Cartesian coordinates (Å):
C: -1.153 -0.730 -0.026  0.329
C: 0.409 -0.516 -0.083  0.696
O: -1.604 0.347 0.471  -0.589
O: -1.779 -1.701 -0.418  -0.675
F: 0.933 -0.617 -1.457  -0.315
F: 1.120 -1.454 0.616  -0.279
P: 0.456 1.191 0.796  -0.171
H: -0.175 1.811 -0.307  0.015
H: 1.794 1.669 0.408  -0.010

Properties
- HOMO energy: -4.7 eV
- Orbital gap: 9.02 eV
- LUMO: 4.4 eV
- Relative energy (zero: lowest compared OMol25 entry of this formula, charge and spin): 2.1 kcal per mole
- Charge: -1


Record 7
The following is a quantum chemistry calculation of a molecular structure, C52H44Cl3N6O2Re, from the OMol25 dataset.

Last column: Mulliken charge in e.
Cartesian coordinates (Å):
Re: 0.185 0.083 -0.079  2.863
C: -2.036 6.056 -3.888  -0.564
C: -2.750 5.601 -2.791  -1.514
C: -2.159 4.753 -1.868  0.021
C: -0.820 4.344 -1.990  1.715
C: -0.136 4.780 -3.135  -0.227
C: -0.728 5.628 -4.059  -1.271
C: -0.239 3.357 -1.044  0.491
C: -0.899 2.976 0.120  -0.459
C: -1.594 3.908 0.967  -1.418
C: -1.747 3.316 2.163  -1.790
C: -1.220 1.982 2.061  -0.127
N: -0.741 1.780 0.760  0.848
C: -1.296 1.060 3.067  1.345
C: -1.123 -0.315 2.748  -0.077
C: -1.684 -1.447 3.405  -1.324
C: -1.062 -2.549 2.920  -1.066
C: -0.077 -2.105 2.003  0.397
C: 0.978 -2.838 1.527  1.150
C: 1.198 -4.245 1.940  0.049
C: 1.529 -5.185 0.966  0.003
C: 1.691 -6.521 1.302  -1.272
C: 1.552 -6.928 2.620  -0.469
C: 1.283 -5.989 3.609  -0.967
C: 1.110 -4.655 3.273  -0.413
C: 2.014 -2.220 0.795  0.449
N: 1.980 -0.974 0.220  0.419
C: 3.306 -0.566 0.168  -0.041
C: 3.735 0.716 -0.153  1.269
C: 5.167 1.084 0.072  -0.103
C: 5.468 2.109 0.971  -0.079
C: 6.787 2.453 1.233  -0.946
C: 7.823 1.783 0.593  -0.401
C: 7.533 0.763 -0.300  -0.864
C: 6.215 0.413 -0.555  -0.232
C: 2.867 1.683 -0.600  0.051
C: 3.309 2.903 -1.188  -1.709
C: 2.210 3.612 -1.532  -1.797
C: 1.072 2.852 -1.122  0.901
N: 1.469 1.655 -0.578  0.091
C: 4.154 -1.613 0.596  -1.741
C: 3.355 -2.655 0.947  -1.593
N: -0.233 -0.723 1.793  -0.088
C: -1.427 1.539 4.480  0.083
C: -2.162 0.897 5.482  -0.228
C: -2.206 1.394 6.775  -0.930
C: -1.502 2.539 7.116  -0.519
C: -0.720 3.158 6.155  -0.871
C: -0.673 2.656 4.864  -0.118
H: -2.500 6.710 -4.614  0.408
H: -3.785 5.893 -2.655  0.440
H: -2.772 4.384 -1.059  0.553
H: 0.863 4.428 -3.343  0.539
H: -0.162 5.943 -4.928  0.434
H: -1.839 4.926 0.704  0.697
H: -2.234 3.726 3.033  0.742
H: -2.507 -1.436 4.093  0.660
H: -1.272 -3.581 3.153  0.948
H: 1.641 -4.866 -0.066  0.691
H: 1.920 -7.244 0.529  0.444
H: 1.665 -7.973 2.883  0.426
H: 1.219 -6.293 4.646  0.436
H: 0.952 -3.917 4.050  0.560
H: 4.663 2.620 1.485  0.483
H: 7.007 3.245 1.939  0.402
H: 8.852 2.060 0.787  0.409
H: 8.335 0.236 -0.802  0.391
H: 5.996 -0.362 -1.282  0.563
H: 4.341 3.180 -1.337  0.695
H: 2.193 4.610 -1.939  0.884
H: 5.228 -1.558 0.664  0.643
H: 3.644 -3.613 1.354  0.578
H: -2.734 0.012 5.270  0.292
H: -2.798 0.877 7.522  0.415
H: -1.548 2.931 8.124  0.402
H: -0.129 4.030 6.411  0.410
H: 0.011 3.107 4.157  0.452
C: -3.557 -0.663 -0.747  -1.088
N: -2.680 0.487 -1.007  0.958
C: -3.444 1.664 -0.577  -2.129
C: -2.397 0.608 -2.438  -1.225
C: -1.283 -0.290 -2.944  0.358
N: 0.038 0.230 -2.520  0.901
C: 1.125 -0.726 -2.868  -0.821
C: 0.261 1.419 -3.362  -1.993
H: -3.273 -1.507 -1.348  0.298
H: -3.524 -0.946 0.300  0.199
H: -4.589 -0.408 -1.016  0.416
H: -4.406 1.697 -1.101  0.481
H: -2.911 2.581 -0.798  0.667
H: -3.644 1.609 0.492  0.375
H: -2.139 1.653 -2.625  0.240
H: -3.303 0.393 -3.017  0.570
H: -1.319 -0.321 -4.038  0.668
H: -1.394 -1.295 -2.592  -0.966
H: 1.091 -0.959 -3.939  0.538
H: 1.017 -1.643 -2.308  -0.242
H: 2.086 -0.263 -2.639  0.194
H: 0.235 1.102 -4.409  0.500
H: 1.235 1.853 -3.164  0.359
H: -0.504 2.168 -3.214  0.652
Cl: 0.901 -4.196 -2.401  -0.124
C: -0.747 -4.235 -1.745  0.990
Cl: -1.070 -5.848 -1.136  -0.089
Cl: -1.905 -3.913 -3.067  -0.142
C: -0.978 -3.148 -0.603  -0.782
O: -1.726 -3.487 0.284  -0.584
O: -0.347 -2.025 -0.772  -0.102

Properties
- HOMO energy (spin up / spin down): -9.4 / -9.6 eV
- Spin multiplicity: 2
- Orbital gap (spin up / spin down): 5.36 / 5.48 eV
- LUMO (spin up / spin down): -4.0 / -4.2 eV
- Relative energy (zero: lowest compared OMol25 entry of this formula, charge and spin): 11.1 kcal per mole
- Charge: +1


Record 8
The following is a quantum chemistry calculation of C4H6N4 in the gas phase, from the OMol25 dataset.

Last column: Mulliken charge in e.
Cartesian coordinates (Å):
H: -3.086 1.088 0.688  0.180
N: -2.126 0.816 0.443  -0.647
C: -2.201 -0.510 -0.156  -0.029
N: -0.947 -1.183 -0.433  -0.656
C: 0.139 -0.588 -0.049  0.389
N: 1.470 -1.094 0.228  -0.213
C: 2.316 -0.020 0.076  -0.168
C: 1.565 1.099 -0.204  -0.390
N: 0.203 0.767 -0.094  -0.189
H: -3.075 -1.121 -0.239  0.388
H: 1.482 -2.270 0.676  0.406
H: 3.440 -0.388 0.433  0.272
H: 1.705 2.221 -0.766  0.241
H: -0.886 1.184 -0.603  0.418

Properties
- HOMO energy: -7.7 eV
- Orbital gap: 8.23 eV
- LUMO: 0.6 eV
- Relative energy (zero: lowest compared OMol25 entry of this formula, charge and spin): 125.1 kcal per mole
- SMILES: [H]/N=C/N=c1[nH]cc[nH]1